Record 1
C4H4CrO5 | wB97M-V/def2-TZVPD

As for the HOMO-LUMO gap (alpha / beta): 0.2004 / 0.3069 Ha. For the HOMO energy (alpha / beta), the calculation gives -0.0815 / -0.1798 Ha. Its multiplicity is 6. As for the total charge: -1.

Atoms and positions in Å:
O: -0.4924 -1.0877 -0.8403
H: 3.2862 -1.9390 -0.4855
O: 1.3207 -2.1074 0.0935
C: 2.2999 -1.5661 -0.7907
C: 2.1475 -0.0477 -0.6168
O: 1.0981 0.0798 0.3402
C: 0.3546 -1.1156 0.3498
H: 2.1048 -1.8796 -1.8269
H: 1.8755 0.4458 -1.5616
H: 3.0473 0.4325 -0.2105
Cr: -1.1949 -1.4340 1.7464
C: -1.9397 -0.8484 -0.9105
O: -2.4483 -0.7352 -2.0164
O: -2.4920 -0.9639 0.2195

=====

Record 2
CH2N2S4 | wB97M-V/def2-TZVPD

As for the HOMO-LUMO gap: 0.2845 Ha. For the HOMO energy, the calculation gives -0.3143 Ha. As for the total charge: 0.

Atoms and positions in Å:
C: 0.8319 0.9514 -0.7111
N: 0.0994 -0.1222 -0.9193
N: -0.2512 -1.0564 0.5988
S: 0.9761 2.1604 -1.8097
S: 1.7047 0.9858 0.8499
S: 1.2770 -1.0097 1.2487
S: -1.5750 -0.4005 1.3674
H: -0.6387 -0.1424 -1.6025
H: -2.4242 -1.3665 0.9778

=====

Record 3
C27H25ClN5O5Re | wB97M-V/def2-TZVPD

As for the HOMO-LUMO gap (alpha / beta): 0.2618 / 0.2612 Ha. For the HOMO energy (alpha / beta), the calculation gives -0.3682 / -0.3856 Ha. Its multiplicity is 4. As for the total charge: +1.

Atoms and positions in Å:
Re: 0.0112 0.1304 0.1635
O: 1.6883 0.2777 1.2515
C: 2.3472 1.4433 1.2691
C: 2.8222 1.9538 2.4780
C: 3.4952 3.1583 2.5045
C: 3.7473 3.8761 1.3327
C: 3.3292 3.3578 0.1292
C: 2.6111 2.1551 0.0815
C: 2.3182 1.5232 -1.1816
N: 1.4058 0.6330 -1.3284
C: 1.4537 -0.3131 -2.4393
C: 1.5267 -1.6754 -1.7464
N: 0.3778 -1.7003 -0.8275
C: -0.4593 -2.6792 -0.9058
C: -1.8054 -2.6302 -0.4163
C: -2.5354 -3.8236 -0.2452
C: -3.8742 -3.7896 0.0461
C: -4.5237 -2.5452 0.1086
C: -3.8472 -1.3666 -0.0963
C: -2.4617 -1.3772 -0.3446
O: -1.8375 -0.2364 -0.5320
H: 2.6299 1.3964 3.3851
H: 3.8369 3.5518 3.4534
H: 4.2788 4.8161 1.3711
H: 3.5444 3.8775 -0.7971
H: 2.9729 1.7295 -2.0284
H: 2.3317 -0.1402 -3.0630
H: 0.5459 -0.2205 -3.0365
H: 2.4569 -1.7500 -1.1798
H: 1.4667 -2.4959 -2.4615
H: -0.1515 -3.5682 -1.4569
H: -2.0192 -4.7711 -0.3515
H: -4.4313 -4.7044 0.1910
H: -5.5868 -2.5126 0.3130
H: -4.3432 -0.4066 -0.0513
Cl: -3.2631 6.9978 0.3682
C: -2.4142 5.4888 0.4600
C: -1.8415 5.0876 1.6626
C: -1.1691 3.8865 1.7375
C: -1.0480 3.0543 0.6201
O: -0.3966 1.9108 0.8000
C: -1.6137 3.4698 -0.5975
C: -1.5089 2.7506 -1.8702
O: -0.8735 1.7393 -2.0835
C: -2.3019 4.6890 -0.6523
H: -1.9322 5.7198 2.5356
H: -0.7286 3.5546 2.6679
H: -2.1116 3.1939 -2.6838
H: -2.7416 5.0051 -1.5903
C: -1.0572 -3.3347 4.4201
N: -1.2149 -2.1575 3.5929
C: -2.4438 -1.3861 3.5366
C: -2.1153 -0.3323 2.4866
O: -2.8127 0.5785 2.1517
N: -0.8491 -0.6533 1.9677
C: -0.3663 -1.6803 2.6819
N: 0.8684 -2.1514 2.4804
H: -1.4597 -3.1331 5.4113
H: -0.0063 -3.5882 4.5412
H: -1.5804 -4.1892 3.9882
H: -2.6711 -0.9207 4.4959
H: -3.2969 -1.9842 3.2080
H: 1.5208 -1.5076 2.0465
H: 1.2568 -2.8249 3.1168

=====

Record 4
C18H24Cl5MnN6 | wB97M-V/def2-TZVPD

As for the HOMO-LUMO gap (alpha / beta): 0.2619 / 0.2896 Ha. For the HOMO energy (alpha / beta), the calculation gives -0.5370 / -0.5391 Ha. Its multiplicity is 5. As for the total charge: +2.

Atoms and positions in Å:
Mn: -0.1205 -0.0438 -0.1502
Cl: 2.9388 -2.0997 1.1589
C: 2.9806 -0.4680 0.6433
C: 1.8034 0.1424 0.2121
C: 1.9364 1.4671 -0.2026
Cl: 0.4123 2.0767 -0.8070
C: 3.0988 2.2129 -0.1923
Cl: 3.1158 3.8352 -0.7413
C: 4.2637 1.5634 0.2626
Cl: 5.7478 2.4030 0.3001
C: 4.2020 0.2159 0.6598
Cl: 5.6343 -0.5894 1.1369
C: -1.4315 2.0809 1.9071
N: -2.5490 1.9154 1.0172
C: -3.6108 2.9090 1.0265
C: -4.7925 2.1619 0.3984
N: -4.2001 0.9041 -0.0415
C: -4.9190 0.0714 -0.9733
C: -2.9265 0.7971 0.3637
N: -2.0733 -0.2070 0.1469
C: -2.5609 -1.5863 0.1204
C: -1.3791 -2.4868 0.5292
N: -0.2040 -1.9849 -0.1860
C: 0.5848 -2.8397 -0.8538
N: 1.2790 -2.4524 -1.9424
C: 1.2448 -1.1931 -2.6302
C: 2.0630 -3.5390 -2.5036
C: 1.6253 -4.7397 -1.6610
N: 0.7600 -4.1531 -0.6417
C: 0.4818 -4.9337 0.5382
H: -1.7904 2.2930 2.9199
H: -0.8109 2.9240 1.5884
H: -0.8183 1.1583 1.9428
H: -3.3067 3.7789 0.4337
H: -3.8148 3.2480 2.0452
H: -5.2135 2.7039 -0.4514
H: -5.6059 1.9781 1.1094
H: -5.6038 0.6982 -1.5438
H: -5.5036 -0.6963 -0.4612
H: -4.2370 -0.4046 -1.6734
H: -2.8758 -1.8900 -0.8857
H: -3.3871 -1.7260 0.8236
H: -1.6031 -3.5178 0.2535
H: -1.2128 -2.4146 1.6120
H: 0.3026 -0.6469 -2.3946
H: 1.2690 -1.3857 -3.7059
H: 2.1112 -0.5757 -2.3689
H: 3.1341 -3.3243 -2.4156
H: 1.8277 -3.6636 -3.5649
H: 2.4707 -5.2465 -1.1928
H: 1.0640 -5.4808 -2.2389
H: 1.3454 -5.5676 0.7460
H: -0.3829 -5.5847 0.3902
H: 0.3135 -4.3018 1.4059

=====

Record 5
C60H150O30 | wB97M-V/def2-TZVPD

As for the HOMO-LUMO gap: 0.3510 Ha. For the HOMO energy, the calculation gives -0.3320 Ha. As for the total charge: 0.

Atoms and positions in Å:
C: -0.7692 4.3388 21.8009
O: -1.3078 5.5622 21.5647
C: -1.9698 5.6736 20.3469
C: -3.4453 5.1701 20.4261
O: -4.1943 5.4949 19.3047
C: -5.6454 5.3053 19.5161
H: -0.1460 4.4471 22.6886
H: -0.0354 4.0077 21.0661
H: -1.5480 3.6280 22.0774
H: -1.4938 5.2064 19.4848
H: -2.0648 6.7260 20.0794
H: -3.8381 5.7640 21.2514
H: -3.5316 4.0900 20.5448
H: -6.1638 5.7815 18.6839
H: -6.0846 5.8542 20.3492
H: -5.8258 4.2313 19.5596
C: -3.2487 7.9033 15.2816
O: -2.2657 6.8567 15.5773
C: -1.6825 6.8847 16.9314
C: -0.3741 6.0290 16.9549
O: 0.4230 6.3073 18.1135
C: 1.5743 5.5188 18.2828
H: -2.9529 8.9508 15.3395
H: -4.0107 7.9304 16.0606
H: -3.7891 7.7944 14.3413
H: -2.3459 6.4214 17.6617
H: -1.3911 7.8813 17.2631
H: 0.2325 6.3625 16.1129
H: -0.6622 4.9779 16.9707
H: 1.2175 4.7299 18.9449
H: 2.2780 6.0403 18.9315
H: 2.0715 5.3532 17.3270
C: 0.1174 10.7108 18.1910
O: 0.3219 9.9493 19.3397
C: 1.5354 9.1374 19.4093
C: 1.3772 8.2852 20.6838
O: 1.2952 9.1237 21.9144
C: 0.8144 8.6107 23.1751
H: 0.9730 11.2713 17.8143
H: -0.6940 11.4085 18.3981
H: -0.2651 10.1407 17.3444
H: 2.3513 9.8439 19.5618
H: 1.7115 8.5318 18.5203
H: 2.0851 7.4584 20.7424
H: 0.4325 7.7432 20.6404
H: 1.6311 8.1437 23.7255
H: 0.0474 7.8804 22.9170
H: 0.2470 9.3090 23.7904
C: -0.5511 0.2761 13.9841
O: 0.1823 0.7745 15.1201
C: 1.5700 0.5575 15.0478
C: 2.3575 1.7933 14.6407
O: 1.7393 2.4391 13.4997
C: 2.5285 3.5023 12.9509
H: -1.6373 0.3343 14.0539
H: -0.3784 -0.8000 13.9639
H: -0.2090 0.7573 13.0679
H: 1.7339 -0.4061 14.5655
H: 1.7376 0.2109 16.0676
H: 3.2935 1.4864 14.1739
H: 2.5935 2.4397 15.4860
H: 2.6441 4.2636 13.7223
H: 2.1087 3.9922 12.0723
H: 3.5384 3.1864 12.6896
C: 4.3085 11.6177 10.6635
O: 4.3260 11.1647 12.0417
C: 4.2553 9.7556 12.0784
C: 4.2142 9.3730 13.4543
O: 4.1538 7.9375 13.5786
C: 4.3090 7.3682 14.8761
H: 3.5553 11.1098 10.0612
H: 5.1899 11.4256 10.0517
H: 4.1582 12.6924 10.5609
H: 5.0975 9.3132 11.5465
H: 3.3874 9.3708 11.5429
H: 3.3763 9.9058 13.9038
H: 5.1515 9.8259 13.7776
H: 4.3597 8.1383 15.6458
H: 5.2092 6.7599 14.9634
H: 3.5316 6.6580 15.1579
C: -6.7072 10.3210 18.2802
O: -6.3597 9.1418 17.6310
C: -7.3743 8.3765 16.9734
C: -6.8772 7.5237 15.7938
O: -8.0841 6.6858 15.4798
C: -7.8312 5.9287 14.2410
H: -7.5899 10.0857 18.8747
H: -6.9499 11.0792 17.5358
H: -5.9652 10.6154 19.0224
H: -8.1277 9.0621 16.5856
H: -7.7534 7.6316 17.6731
H: -6.0193 6.9552 16.1530
H: -6.5665 8.2687 15.0612
H: -8.0285 6.6622 13.4593
H: -8.6270 5.1860 14.2976
H: -6.8893 5.3900 14.1368
C: 5.5272 0.9449 16.3968
O: 4.5741 -0.0899 16.7630
C: 4.0572 0.1408 18.0976
C: 4.9352 -0.1413 19.2884
O: 5.4251 -1.4630 19.2296
C: 6.8401 -1.7169 19.3982
H: 5.3294 1.2573 15.3714
H: 6.5214 0.4987 16.3751
H: 5.4221 1.7640 17.1082
H: 3.1569 -0.4721 18.1431
H: 3.4667 1.0566 18.0728
H: 4.3270 -0.1042 20.1921
H: 5.7684 0.5473 19.4290
H: 7.3569 -1.5163 18.4597
H: 7.0655 -2.7749 19.2642
H: 7.3626 -1.2830 20.2506
C: -7.5453 11.7245 9.3215
O: -6.2730 11.0658 9.5433
C: -5.4493 11.6629 10.5090
C: -4.0985 10.8823 10.5405
O: -3.0143 11.7689 10.1407
C: -3.0909 12.2503 8.8849
H: -8.0155 11.0384 8.6170
H: -7.3904 12.7938 9.1774
H: -8.0178 11.6199 10.2982
H: -5.9140 11.4241 11.4656
H: -5.3798 12.7425 10.3756
H: -4.2055 9.9169 10.0460
H: -4.0201 10.5401 11.5725
H: -2.2422 12.9222 8.7576
H: -4.0368 12.7112 8.6004
H: -2.9634 11.4259 8.1833
C: 6.8296 4.3027 15.5321
O: 7.1156 4.7656 16.8858
C: 8.3201 4.3750 17.4861
C: 8.2714 4.8012 18.9262
O: 7.0287 4.3538 19.4876
C: 5.9858 5.3247 19.8592
H: 7.4636 5.0327 15.0290
H: 5.8352 4.3952 15.0953
H: 7.2083 3.2934 15.3709
H: 9.1131 4.9390 16.9949
H: 8.4305 3.2984 17.3558
H: 8.3477 5.8880 18.9607
H: 9.0987 4.3189 19.4468
H: 5.5595 5.8977 19.0357
H: 6.4682 5.9158 20.6377
H: 5.1555 4.7243 20.2308
C: -0.8484 10.2019 12.3226
O: -0.4064 8.8805 12.0899
C: 0.0677 8.1926 13.2110
C: 0.9134 6.9708 12.7250
O: 0.3209 5.7898 12.2022
C: -0.4847 5.0644 13.1440
H: -0.0602 10.9137 12.5678
H: -1.6019 10.2316 13.1097
H: -1.3346 10.5785 11.4227
H: -0.8665 7.8324 13.6420
H: 0.4480 8.9361 13.9114
H: 1.5506 6.6270 13.5399
H: 1.4668 7.4386 11.9108
H: -0.6053 4.1143 12.6236
H: -1.4392 5.5242 13.4002
H: 0.2010 4.9450 13.9829
C: 5.8286 1.0100 22.4254
O: 4.6354 1.7283 22.1475
C: 3.9179 2.3255 23.2462
C: 2.5311 2.8010 22.7761
O: 2.6831 3.9107 21.8688
C: 2.9756 5.1894 22.3121
H: 6.6457 1.7215 22.5444
H: 6.0840 0.3060 21.6334
H: 5.7534 0.3372 23.2797
H: 4.5552 3.1676 23.5161
H: 3.8856 1.7066 24.1428
H: 1.9333 3.1297 23.6262
H: 2.0105 1.9458 22.3452
H: 3.8798 5.1939 22.9208
H: 2.1887 5.6829 22.8825
H: 3.0443 5.7932 21.4071
C: -11.2611 9.4498 16.4673
O: -10.5771 10.0794 15.3523
C: -10.1255 9.1383 14.4333
C: -9.4951 9.9858 13.2920
O: -8.1260 10.2248 13.5672
C: -8.0515 11.3653 14.4800
H: -11.5048 8.3900 16.3931
H: -12.1709 10.0502 16.4715
H: -10.7000 9.5750 17.3934
H: -10.8822 8.5317 13.9356
H: -9.4416 8.4405 14.9163
H: -10.1053 10.8089 12.9202
H: -9.5948 9.3314 12.4259
H: -7.0123 11.6838 14.5623
H: -8.4151 11.2904 15.5049
H: -8.5545 12.2338 14.0549
C: -2.6922 9.2113 21.9214
O: -3.4505 10.0659 21.1673
C: -2.7958 11.2914 20.7778
C: -3.4036 12.0608 19.6413
O: -4.6498 12.5265 20.1719
C: -5.1389 13.6465 19.5050
H: -2.7461 9.5209 22.9651
H: -1.6471 9.1525 21.6171
H: -3.1412 8.2185 21.8944
H: -1.8036 11.1744 20.3419
H: -2.6449 11.8851 21.6793
H: -3.5009 11.3464 18.8238
H: -2.6693 12.8174 19.3650
H: -5.6452 13.3706 18.5799
H: -4.3696 14.3142 19.1173
H: -5.9532 14.1397 20.0358
C: -6.9183 7.6960 6.0170
O: -5.6210 7.5590 6.6430
C: -5.6269 7.9336 8.1131
C: -4.3236 7.3791 8.7503
O: -4.7326 6.2028 9.3756
C: -3.6900 5.6707 10.1208
H: -7.3962 8.6623 6.1780
H: -7.5864 6.9124 6.3747
H: -6.8320 7.7850 4.9341
H: -6.5013 7.4945 8.5936
H: -5.7315 9.0181 8.1443
H: -3.7865 8.0576 9.4131
H: -3.5922 7.1474 7.9762
H: -3.1020 6.3443 10.7442
H: -2.9795 5.3577 9.3557
H: -4.0712 4.8280 10.6974
C: -4.3689 3.9458 16.3222
O: -3.4780 2.8779 16.4314
C: -2.7614 2.8263 17.6412
C: -1.6782 1.8280 17.7256
O: -0.7053 2.2109 18.7058
C: 0.2945 1.2929 18.9623
H: -3.8112 4.8571 16.5380
H: -5.2540 3.9066 16.9570
H: -4.7731 3.9432 15.3099
H: -3.5232 2.5977 18.3865
H: -2.3392 3.8275 17.7275
H: -1.3666 1.6882 16.6905
H: -2.1636 0.8805 17.9597
H: 0.7987 1.1702 18.0038
H: -0.2473 0.4520 19.3954
H: 0.9772 1.6648 19.7263

=====

Record 6
C29H26N6O4SV | wB97M-V/def2-TZVPD

As for the HOMO-LUMO gap (alpha / beta): 0.2074 / 0.2419 Ha. For the HOMO energy (alpha / beta), the calculation gives -0.0428 / -0.0775 Ha. Its multiplicity is 4. As for the total charge: -2.

Atoms and positions in Å:
V: 0.1987 1.0793 0.0089
O: 2.9617 3.9151 -1.0818
C: 2.1226 3.1998 -0.5364
O: 1.1959 2.5265 -1.0882
C: 2.1635 3.1089 0.9934
C: 3.1284 3.8152 1.6901
C: 3.0808 3.8181 3.0706
C: 2.0429 3.1569 3.6991
C: 1.1023 2.4731 2.9378
N: 1.1928 2.4072 1.6003
C: -0.1078 1.8578 3.6744
O: -0.0474 1.8752 4.9129
O: -1.0399 1.4434 2.9398
H: 3.8724 4.3473 1.1149
H: 3.8290 4.3494 3.6493
H: 1.9126 3.1430 4.7711
C: -1.8735 -3.4929 -4.6860
C: -0.6573 -3.3723 -3.7687
N: 0.1815 -2.2132 -4.0363
C: -0.3166 -0.9593 -3.5649
S: -0.6325 0.2677 -4.7363
N: -0.4750 -0.9442 -2.2785
N: -0.9466 0.1611 -1.6130
C: -2.2023 0.4355 -1.6791
C: -3.1627 -0.3834 -2.4816
C: -2.6381 1.5819 -0.8607
C: -3.9225 2.1184 -0.9012
C: -4.2200 3.2312 -0.1369
C: -3.2359 3.7894 0.6646
C: -1.9897 3.1936 0.6747
N: -1.6935 2.1238 -0.0667
H: -2.5104 -4.3296 -4.3807
H: -1.5638 -3.6611 -5.7216
H: -2.4571 -2.5719 -4.6682
H: -0.0452 -4.2775 -3.8434
H: -0.9748 -3.3000 -2.7284
H: 0.3599 -2.0962 -5.0244
H: -2.8241 -0.4357 -3.5159
H: -4.1699 0.0284 -2.4715
H: -3.1942 -1.3986 -2.0733
H: -4.6784 1.6798 -1.5347
H: -5.2151 3.6596 -0.1685
H: -3.4252 4.6574 1.2807
H: -1.1923 3.5585 1.3066
N: -0.8211 -0.6069 1.2571
C: -0.1859 -1.6203 2.0498
C: -0.9251 -2.1985 3.0801
C: -0.3663 -3.0986 3.9692
C: 0.9815 -3.4043 3.8451
C: 1.7094 -2.8501 2.8057
C: 1.1517 -1.9919 1.8456
C: 1.9946 -1.5922 0.6696
C: 2.9134 -2.5643 0.2379
C: 3.7968 -2.3181 -0.7972
C: 3.7619 -1.0783 -1.4214
C: 2.8186 -0.1409 -1.0261
C: 1.8829 -0.3484 0.0120
H: -0.7461 0.2484 1.8417
H: -1.8249 -0.7484 1.2880
H: -1.9562 -1.8843 3.2040
H: -0.9634 -3.5154 4.7717
H: 1.4677 -4.0617 4.5567
H: 2.7629 -3.0835 2.7242
H: 2.9139 -3.5488 0.6942
H: 4.4824 -3.0923 -1.1260
H: 4.4391 -0.8579 -2.2412
H: 2.7792 0.7901 -1.5829

=====

Computed values of energy relative to the best compared isomer or geometry (same formula, charge and spin) (unit: kJ/mol) for the preceding records, in sequence: 0.0, 128.5, 0.0, 30.7, 810.4, 102.6.
Computed values of largest force on an atom (unit: eV/A) for the preceding records, in sequence: 2.07, 3.61, 0.48, 2.01, 3.94, 0.53.
Computed values of electronic energy (unit: Eh) for the preceding records, in sequence: -1575.47804, -1741.46398, -2232.24432, -4480.27104, -4632.25723, -3092.54231.